Record 1
Formula: C36H33O2ScSi
Source: the Open Molecules 2025 dataset
Level of theory: ωB97M-V/def2-TZVPD

```
73
C36H33O2ScSi, DFT ωB97M-V/def2-TZVPD
C 0.95545 -2.16100 0.05147
C -0.26099 -2.60733 -0.52146
C -0.15209 -2.43880 -1.93021
H -1.10690 -3.06155 -0.00731
C 1.13138 -1.87840 -2.21297
C 1.79765 -1.66616 -0.97966
H 2.80379 -1.29188 -0.85639
H 1.25466 -2.23619 1.08961
H -0.88742 -2.78123 -2.64603
H 1.59437 -1.76585 -3.18679
C -0.44685 2.24816 -1.92202
C -0.24906 2.35199 -0.52896
C 1.07806 1.89652 -0.23726
H -0.94452 2.77245 0.19157
C 1.68349 1.48735 -1.45232
C 0.78725 1.83996 -2.50301
H 1.11449 2.01577 -3.51997
H -1.34436 2.50685 -2.47441
H 1.58984 1.96248 0.71638
H 2.68563 1.09523 -1.56763
Sc -0.08773 -0.09955 -1.01800
O -0.27279 0.17333 -3.54861
C -1.42643 -0.38371 -4.16399
C -0.14796 -0.76870 -4.84985
H -1.91789 -1.08300 -3.48339
H -2.04270 0.30588 -4.73762
H 0.28675 -1.74527 -4.62556
H 1.71287 -1.66941 -6.81632
C 1.18249 -0.73630 -7.06100
C 0.33193 -0.10498 -6.08780
C -0.05585 1.22276 -6.37250
H -0.48434 1.83897 -5.57939
C 0.09014 1.75627 -7.65179
H -0.34798 2.72701 -7.85867
C 0.74314 1.05685 -8.66576
H 0.75208 1.45999 -9.68667
C 1.32782 -0.17926 -8.33604
H 1.86036 -0.71620 -9.11825
O -0.65346 -0.08728 0.90680
Si -0.46685 -0.08643 2.52012
C -1.92216 -0.79833 3.48765
C -2.89303 -1.52408 2.79079
C -3.99883 -2.05431 3.46825
C -4.14919 -1.85417 4.84580
C -3.17315 -1.13545 5.55033
C -2.06640 -0.60077 4.87155
C 1.02398 -1.08118 3.12275
C 0.88183 -2.17491 3.99171
C 2.01248 -2.77009 4.57050
C 3.29640 -2.32425 4.23976
C 3.44436 -1.31901 3.28006
C 2.31703 -0.70458 2.71881
C -0.30616 1.66979 3.16915
C -1.37028 2.53981 2.90213
C -1.44500 3.77833 3.54884
C -0.42382 4.17537 4.41999
C 0.69879 3.36243 4.59012
C 0.76185 2.11021 3.95720
H -2.78865 -1.67211 1.71232
H -4.74467 -2.62302 2.91063
H -5.02267 -2.25681 5.36721
H -3.27137 -0.99258 6.63032
H -1.32060 -0.03161 5.43497
H -0.11368 -2.54208 4.25104
H 1.88585 -3.57307 5.29963
H 4.17305 -2.75673 4.73104
H 4.43847 -0.98598 2.98025
H 2.44994 0.07050 1.95328
H -2.16186 2.22720 2.21327
H -2.31498 4.41720 3.39457
H -0.50690 5.10922 4.97861
H 1.51235 3.68124 5.24545
H 1.62954 1.46449 4.10367
```


Record 2
Formula: C36H33Si
Source: the Open Molecules 2025 dataset
Level of theory: ωB97M-V/def2-TZVPD

Values from the calculation:
ΔE to the lowest compared entry with this formula, charge and spin (kJ/mol): 0.0
Total charge: +1

```
70
C36H33Si, DFT ωB97M-V/def2-TZVPD
C -0.08959 0.37100 4.22054
C -1.42196 0.29504 3.86429
C -1.88009 1.00123 2.76932
C -1.01331 1.78053 2.03354
Si -1.61149 2.68529 0.51911
C -3.42830 2.37093 0.24253
C -4.32958 3.41438 0.27928
C -5.67914 3.17646 0.10031
C -6.12541 1.88651 -0.11361
C -5.22607 0.83874 -0.15548
C -3.87772 1.08590 0.01941
C -1.31467 4.51543 0.72762
C -1.33854 5.05296 1.99747
C -1.13204 6.40649 2.18667
C -0.90074 7.22378 1.09706
C -0.88501 6.69232 -0.17778
C -1.09689 5.33864 -0.35876
C -0.65580 2.03920 -0.98303
C 0.32245 0.96351 -0.69943
C 0.01547 -0.31991 -0.71479
C 0.31425 1.86298 2.39886
C 0.78087 1.15613 3.49033
H 0.27043 -0.17754 5.07572
H -2.10172 -0.31207 4.44066
H -2.91484 0.95287 2.47839
H -3.96602 4.41368 0.44501
H -6.38416 3.99241 0.13058
H -7.17842 1.69636 -0.24769
H -5.57653 -0.16782 -0.32297
H -3.16346 0.28129 -0.01532
H -1.51918 4.40309 2.83659
H -1.14897 6.82589 3.18046
H -0.73526 8.27980 1.24076
H -0.70710 7.33276 -1.02785
H -1.10055 4.91715 -1.34885
H -1.40317 1.69421 -1.70163
H -0.15517 2.90472 -1.42177
H 1.33106 1.25417 -0.44618
H 0.74734 -1.07791 -0.50731
H -0.97105 -0.65390 -0.97160
H 0.97747 2.48463 1.82166
H 1.81935 1.21975 3.77406
C 3.15579 -2.28870 -1.35664
C 3.45337 -2.01746 0.01684
C 3.94507 -0.76094 0.42131
C 4.22684 -0.50923 1.74441
C 4.02990 -1.48940 2.70056
C 3.55378 -2.73133 2.33113
C 3.27145 -2.99421 1.01395
C 2.75239 -3.52509 -1.82026
C 2.44784 -3.85452 -3.12597
C 1.99069 -5.14403 -3.54910
C 1.73741 -5.41921 -4.90733
C 1.27270 -6.65212 -5.30299
C 1.04752 -7.64561 -4.36701
C 1.29393 -7.40576 -3.02675
C 1.75891 -6.17873 -2.62335
H 3.25467 -1.48659 -2.06529
H 4.11592 0.00009 -0.32144
H 4.61074 0.45428 2.04068
H 4.24471 -1.28583 3.73574
H 3.39936 -3.49871 3.07456
H 2.90282 -3.96765 0.74705
H 2.70081 -4.31338 -1.09871
H 2.56303 -3.09396 -3.87529
H 1.91222 -4.64986 -5.64034
H 1.07953 -6.84911 -6.34702
H 0.67721 -8.60801 -4.67958
H 1.11622 -8.18063 -2.29680
H 1.93845 -6.00539 -1.57855
```


Record 3
Formula: C36H34AsN4O9Rb
Source: the Open Molecules 2025 dataset
Level of theory: ωB97M-V/def2-TZVPD

Values from the calculation:
ΔE to the lowest compared entry with this formula, charge and spin (kJ/mol): 11.4
Total charge: -2

```
85
C36H34AsN4O9Rb, DFT ωB97M-V/def2-TZVPD
Rb -0.66277 -1.08022 0.51666
O -0.67591 -4.75175 -1.13176
C 0.60173 -4.20383 -1.41760
C 1.54395 -4.27215 -0.22542
N 1.31299 -3.19990 0.75143
C 1.37031 -3.73042 2.11112
C 0.95050 -2.78321 3.25587
O 1.46984 -3.04520 4.37168
O 0.12499 -1.87779 3.02364
C 2.31593 -2.13256 0.58487
C 2.34075 -1.53126 -0.84958
O 3.32312 -1.80404 -1.55765
O 1.35694 -0.80397 -1.17233
H -1.16644 -4.15294 -0.54451
H 0.52015 -3.17272 -1.77673
H 1.01566 -4.80630 -2.23204
H 2.58532 -4.25202 -0.57614
H 1.37104 -5.23768 0.25828
H 2.37841 -4.10584 2.35249
H 0.68703 -4.58292 2.16680
H 3.32252 -2.52675 0.79990
H 2.09889 -1.34687 1.31706
O -3.00634 -1.00939 -1.47803
C -4.03792 -1.60404 -1.71392
C -4.50654 -2.86070 -1.15582
C -5.74570 -3.30050 -1.59450
C -6.29661 -4.47865 -1.12976
C -5.58825 -5.26508 -0.19118
C -4.37159 -4.86444 0.25510
C -3.73545 -3.63952 -0.19779
O -2.61227 -3.30437 0.21671
N -7.57677 -4.90266 -1.60043
O -8.16254 -4.21690 -2.43481
O -8.03509 -5.96261 -1.18024
H -4.75734 -1.16607 -2.44566
H -6.29895 -2.71055 -2.31516
H -6.03654 -6.18529 0.15627
H -3.81285 -5.45709 0.96741
N 1.00128 -0.66034 5.60749
C 1.36729 0.33926 4.74630
C 2.51775 0.23441 3.95048
C 2.85988 1.28070 3.11730
N 2.17817 2.43179 3.02000
C 1.08988 2.52199 3.78626
C 0.64599 1.53354 4.63860
H 1.24353 -1.61025 5.26142
H 0.01961 -0.62508 5.84246
H 3.09998 -0.67760 3.97023
H 3.73540 1.19561 2.48117
H 0.52703 3.44965 3.71541
H -0.26146 1.68152 5.21259
C -0.13449 6.98022 0.67363
C -0.65137 6.42720 -0.48803
C -0.37701 5.10638 -0.81934
C 0.41638 4.31320 0.00467
C 0.91396 4.87402 1.18258
C 0.65022 6.19639 1.50823
As 0.76890 2.39902 -0.33335
C -0.16470 2.28277 -2.04346
C -1.41809 1.67862 -2.04811
C -2.16071 1.60395 -3.21989
C -1.65601 2.13923 -4.39345
C -0.39840 2.73249 -4.40010
C 0.34327 2.80089 -3.23209
C 2.61596 2.55242 -0.98707
C 3.45075 3.60261 -0.61634
C 4.77638 3.62949 -1.02893
C 5.28446 2.60230 -1.81112
C 4.45837 1.54997 -2.17803
C 3.13140 1.52367 -1.77242
H -0.34548 8.01205 0.92927
H -1.27299 7.02432 -1.14522
H -0.79010 4.69558 -1.73241
H 1.52051 4.26533 1.84768
H 1.05749 6.61179 2.42262
H -1.81489 1.21130 -1.14884
H -3.11648 1.09755 -3.20697
H -2.22932 2.07533 -5.31065
H 0.00836 3.13191 -5.32194
H 1.33058 3.24882 -3.24107
H 3.08106 4.40955 0.00054
H 5.41365 4.45240 -0.72558
H 6.32357 2.61543 -2.12003
H 4.84250 0.71820 -2.75441
H 2.51371 0.66855 -2.02433
```


Number 1: energy -2592.360635 Eh, HOMO energy -7.536 eV. Number 2: energy -1680.844718 Eh, HOMO energy -10.741 eV. Number 3: energy -4548.390082 Eh, HOMO energy -3.596 eV.